Run one
# C4H6FN

A 2-piece molecular cluster, C4H6FN overall (the ωB97M-V functional and the def2-TZVPD basis, the Open Molecules 2025 dataset).

Values from the calculation:
**Orbital gap**: 0.3465 hartree
**Lowest unoccupied orbital energy**: 0.363 eV
**E_HOMO**: -9.07 eV

```
12
Properties=species:S:1:pos:R:3:lowdin_charge:R:1
F 0.5791 -1.7239 -0.4415 0.078
N 1.2816 -0.3040 1.1577 0.138
C 0.8313 0.5528 -1.1203 -0.027
C -2.8217 -0.0174 0.3524 -0.116
C -1.6386 -0.1482 0.4934 -0.107
C 0.6145 -0.4434 -0.0355 -0.450
H 1.8857 0.5474 -1.4090 0.096
H 1.2849 0.6290 1.5457 0.116
H -3.8724 0.0874 0.3844 -0.029
H 0.2296 0.2899 -1.9849 0.093
H 0.5593 1.5485 -0.7847 0.090
H 1.0669 -1.0180 1.8422 0.117
```



Run two
# C4H6FN

One molecule with the formula C4H6FN (the ωB97M-V functional and the def2-TZVPD basis, the Open Molecules 2025 dataset).

Values from the calculation:
**Structure (SMILES)**: C=N/C(F)=C/C
**Orbital gap**: 0.3870 hartree
**Lowest unoccupied orbital energy**: 0.964 eV
**E_HOMO**: -9.57 eV

```
12
Properties=species:S:1:pos:R:3:lowdin_charge:R:1
F -0.8921 0.7302 1.2042 0.003
N -0.0635 1.4436 -1.1888 0.052
C 0.0469 2.5904 -0.6394 -0.098
C -0.3294 0.2841 -0.0010 -0.231
C 0.1773 -0.9031 -0.2798 -0.114
C 0.1434 -2.1303 0.6987 -0.079
H 0.5156 -1.1461 -1.3099 0.111
H -0.8006 -2.1699 1.1798 0.047
H 0.1192 3.2747 -1.4855 0.061
H 0.2414 -2.9367 -0.0449 0.066
H -0.1118 2.9801 0.3921 0.089
H 0.9536 -2.0171 1.4746 0.091
```



The structure with the least stability is run one.



Run one
# CH3NO2

CH3NO2 as an isolated structure (the ωB97M-V functional and the def2-TZVPD basis, the Open Molecules 2025 dataset).

Values from the calculation:
**Orbital gap**: 0.3731 hartree
**Lowest unoccupied orbital energy**: -0.345 eV
**E_HOMO**: -10.50 eV

```
7
Properties=species:S:1:pos:R:3:lowdin_charge:R:1
O -2.7511 -0.6980 -1.1382 0.091
O 1.5806 0.2514 0.4201 -0.280
N -1.0924 0.2008 0.2194 0.161
C -1.8860 -0.2035 -0.4931 -0.489
H -0.1397 -0.0576 0.8597 0.174
H 1.4779 0.4642 -0.5973 0.083
H 2.8107 0.0428 0.7294 0.259
```



Run two
# CH3NO2

A 2-piece molecular cluster, CH3NO2 overall (the ωB97M-V functional and the def2-TZVPD basis, the Open Molecules 2025 dataset).

Values from the calculation:
**Orbital gap (spin up / spin down)**: 0.3113 / 0.3362 hartree
**Lowest unoccupied orbital energy (spin up / spin down)**: 0.534 / 0.646 eV
**E_HOMO (spin up / spin down)**: -7.94 / -8.50 eV

```
7
Properties=species:S:1:pos:R:3:lowdin_charge:R:1
O -2.1461 -0.7981 -0.0990 0.059
O 1.5703 0.0611 0.5536 -0.149
N 0.8159 -0.3533 -0.5178 -0.038
C -1.3693 0.0899 -0.0822 -0.060
H 1.7777 -0.7154 1.0845 0.084
H -1.4029 1.2139 0.0670 0.100
H 0.7544 0.5021 -1.0061 0.004
```



The structure with the least stability is run two.



Run one
# C6H28O8

A 9-piece molecular cluster, C6H28O8 overall (the ωB97M-V functional and the def2-TZVPD basis, the Open Molecules 2025 dataset).

Values from the calculation:
**Structure (SMILES)**: C=C(CC)CC.O.O.O.O.O.O.O.O
**Orbital gap**: 0.3155 hartree
**Lowest unoccupied orbital energy**: 0.110 eV
**E_HOMO**: -8.47 eV

```
42
Properties=species:S:1:pos:R:3:lowdin_charge:R:1
O -1.0383 0.3525 0.6151 -0.134
O -0.8422 3.5429 0.7955 -0.093
O -1.3943 1.9346 -1.3890 -0.020
O -3.7020 -0.8264 0.7754 0.118
O 2.5793 2.6224 -2.1491 -0.133
O 0.7517 2.0998 2.9392 -0.112
O -2.1008 1.5216 2.6481 -0.078
O -0.2852 -0.4076 3.0661 -0.060
C 2.7446 -0.5585 -1.0538 0.047
C 1.1067 -2.2339 0.1489 -0.220
C 0.0890 -3.2848 -0.1737 -0.111
C 0.7736 -1.9462 -3.1402 -0.094
C 1.4768 -1.2190 -0.9471 -0.297
C 0.4169 -1.0494 -1.9659 -0.267
H 0.0031 -2.7122 -3.3014 0.066
H 2.2455 3.1096 -1.2562 0.116
H 1.5414 -2.6901 -2.8993 0.083
H -0.9076 -3.1639 0.3082 0.081
H 0.6446 -0.4086 3.5051 0.115
H -0.3125 0.6836 0.0417 0.036
H 3.4653 -0.4343 -0.2438 0.050
H -3.3520 -1.5059 1.1621 -0.041
H 0.4346 3.0552 2.7219 0.063
H 0.2886 1.4884 2.2741 0.021
H -0.8469 3.8953 1.7817 0.098
H 0.1784 0.0496 -2.1907 0.109
H 0.4269 -4.4309 -0.0921 0.126
H -0.0525 0.0842 2.3696 -0.129
H -0.5141 -1.4412 -1.5734 0.087
H 2.0718 -2.6177 0.6034 0.125
H 0.8570 -1.5364 1.0141 0.105
H 3.1584 -0.2288 -1.9573 0.025
H -1.5480 1.2781 0.7663 0.094
H -1.5565 3.9631 0.3461 0.022
H -0.5903 1.4751 -1.6827 0.028
H 3.2258 2.0812 -1.6559 0.003
H -2.7891 0.8267 2.5827 0.062
H -2.1529 1.6722 -1.8171 0.017
H 0.9857 -1.2581 -4.0300 0.107
H -2.0263 1.6674 3.5985 0.065
H -3.1648 -0.1993 0.6438 -0.114
H -0.2891 -3.2503 -1.1888 0.032
```



Run two
# C6H28O8

A 8-piece molecular cluster, C6H28O8 overall (the ωB97M-V functional and the def2-TZVPD basis, the Open Molecules 2025 dataset).

Values from the calculation:
**Structure (SMILES)**: CCO.CCO.CCO.O.O.O.O.O
**Orbital gap**: 0.3763 hartree
**Lowest unoccupied orbital energy**: 0.199 eV
**E_HOMO**: -10.04 eV

```
42
Properties=species:S:1:pos:R:3:lowdin_charge:R:1
O -10.2005 -0.8635 -8.9521 -0.056
O -2.1841 -0.3431 -5.8978 -0.056
O -5.5407 -4.9506 -1.5694 -0.085
O -10.9131 3.3966 -4.3812 -0.112
O -12.6212 -7.3025 -2.0581 -0.087
O -7.1287 -1.4558 -5.1223 -0.054
O -1.4538 1.6520 -1.4400 -0.054
O -5.3336 -5.8155 -7.0329 -0.056
C -6.4609 -4.7020 0.4844 -0.093
C -6.1101 -5.7595 -0.5766 -0.323
C -12.5007 -5.6620 -3.8392 -0.101
C -12.3440 3.2869 -4.2650 -0.295
C -12.7631 4.6706 -3.9099 -0.108
C -13.1286 -6.9572 -3.3606 -0.312
H -12.7684 5.0653 -2.8939 0.073
H -2.0155 1.3708 -2.1622 0.026
H -11.4239 -5.7843 -3.9557 0.071
H -5.8958 -5.6930 -7.7979 0.029
H -13.8406 4.6927 -4.0729 0.067
H -5.5104 -6.5309 -0.0934 0.107
H -6.8530 -3.7408 0.1520 0.078
H -12.3926 5.5209 -4.4824 0.081
H -10.4137 2.5769 -4.4005 0.074
H -5.6556 -4.5921 1.2107 0.068
H -5.6506 -5.3262 -2.4460 0.080
H -12.7841 -7.7339 -4.0434 0.098
H -7.2189 -5.2498 1.0443 0.063
H -4.9701 -6.6944 -7.1406 0.027
H -7.3140 -2.3186 -4.7514 0.026
H -1.3609 0.0405 -6.2002 0.028
H -6.2461 -1.2474 -4.8161 0.028
H -14.1944 -7.0246 -3.5786 0.109
H -9.3264 -1.0598 -8.6150 0.027
H -7.0432 -6.1908 -0.9389 0.104
H -12.8945 -5.3848 -4.8170 0.070
H -2.0131 -1.2844 -5.8667 0.029
H -12.7487 3.0253 -5.2427 0.106
H -11.8599 -7.8828 -1.9843 0.079
H -12.7516 -4.8182 -3.1965 0.073
H -1.2210 2.5553 -1.6547 0.027
H -10.1331 0.0304 -9.2877 0.028
H -12.4608 2.4699 -3.5529 0.115
```



The structure with the least stability is run one.



Run one
# C2H3I3O2

C2H3I3O2 as an isolated structure (the ωB97M-V functional and the def2-TZVPD basis, the Open Molecules 2025 dataset).

Values from the calculation:
**Orbital gap (spin up / spin down)**: 0.2665 / 0.2664 hartree
**Lowest unoccupied orbital energy (spin up / spin down)**: -1.861 / -1.862 eV
**E_HOMO (spin up / spin down)**: -9.11 / -9.11 eV

```
10
Properties=species:S:1:pos:R:3:lowdin_charge:R:1
I -1.0476 -2.0619 -0.7664 0.955
I -1.2897 -0.1982 2.6963 0.299
I 1.2587 2.1396 0.6683 0.758
O 1.1575 -1.1030 0.7430 -0.109
O -1.3338 1.1385 -0.6428 -0.148
C 0.0390 -0.6340 0.3413 -1.124
C -0.0467 0.6526 -0.3649 -0.890
H 1.2869 -1.8845 1.2742 0.129
H 0.4530 0.7617 -1.4111 0.127
H -1.8165 0.8651 0.1449 0.003
```



Run two
# C2H3I3O2

C2H3I3O2 as an isolated structure (the ωB97M-V functional and the def2-TZVPD basis, the Open Molecules 2025 dataset).

Values from the calculation:
**Orbital gap**: 0.3248 hartree
**Lowest unoccupied orbital energy**: -0.464 eV
**E_HOMO**: -9.30 eV

```
10
Properties=species:S:1:pos:R:3:lowdin_charge:R:1
I -1.2643 -1.9255 -1.2168 0.820
I -1.8534 0.6660 1.5210 0.785
I 2.0448 -0.6892 -1.3418 0.907
O 0.4729 -1.4039 1.3594 -0.297
O -0.6045 1.2921 -1.1032 -0.205
C 0.2415 -0.7055 -0.2808 -1.305
C -0.1369 0.7517 0.1113 -0.879
H -1.0670 2.1212 -0.9967 0.079
H 0.7318 1.2839 0.6248 0.105
H 1.4351 -1.3910 1.3228 -0.011
```



The structure with the least stability is run two.



Run one
# C4H10N3S

A 2-piece molecular cluster, C4H10N3S overall (the ωB97M-V functional and the def2-TZVPD basis, the Open Molecules 2025 dataset).

Values from the calculation:
**Orbital gap**: 0.2993 hartree
**Total charge**: +1
**Lowest unoccupied orbital energy**: -4.000 eV
**E_HOMO**: -12.14 eV

```
18
Properties=species:S:1:pos:R:3:lowdin_charge:R:1
S 0.2610 -1.1131 -0.1734 0.924
N 3.3038 -1.3247 0.2657 -0.023
N -4.3152 -0.9291 -0.1668 0.145
N -2.1767 0.2528 0.1426 0.108
C 0.1282 0.5834 -0.0592 -0.627
C -3.2704 -0.2041 0.0707 -0.068
C 1.1835 1.5100 -0.2125 -0.104
C -1.1481 1.0667 0.2321 -0.174
H -1.4128 2.1285 0.2304 0.144
H 0.9098 2.4407 0.1143 0.058
H -4.7480 -1.0785 -1.1331 0.174
H 1.4681 1.8654 -1.2314 0.133
H 3.4669 -1.9718 1.0806 0.078
H 4.0330 -1.3228 -0.4319 0.042
H 1.6006 -1.2904 -0.2369 -0.150
H 2.2167 1.3130 0.1240 0.090
H -4.8243 -1.5291 0.6131 0.200
H 3.3241 -0.3970 0.7718 0.051
```



Run two
# C4H10N3S

An isolated ion of composition C4H10N3S and charge +1 (the ωB97M-V functional and the def2-TZVPD basis, the Open Molecules 2025 dataset).

Values from the calculation:
**Orbital gap**: 0.3716 hartree
**Total charge**: +1
**Lowest unoccupied orbital energy**: -3.949 eV
**E_HOMO**: -14.06 eV

```
18
Properties=species:S:1:pos:R:3:lowdin_charge:R:1
S 1.9766 -0.1541 0.7531 1.060
N 1.3753 1.9519 -0.9347 0.182
N 2.2138 -1.0145 -0.5705 -0.309
N -0.2361 -1.3029 0.4648 0.049
C -1.0641 -0.3881 0.2588 -0.444
C 0.8902 1.1322 -0.1979 -0.490
C -2.5917 -0.4363 0.1811 0.001
C -0.5463 1.0059 0.1728 -0.137
H -0.6439 -2.3098 0.6430 0.150
H -1.1754 1.6473 -0.4965 0.152
H 2.1125 -2.0360 -0.4360 0.087
H -3.0915 0.2025 0.9294 0.105
H 1.7120 -0.8256 -1.4336 0.080
H 3.1892 0.4689 0.9288 0.004
H -0.8205 1.3846 1.2296 0.181
H -2.8068 -0.1228 -0.7904 0.071
H -2.8783 -1.4234 0.5481 0.090
H 2.3852 2.2202 -1.2499 0.168
```



The structure with the least stability is run two.



Run one
# C3H10NO4

A 3-piece molecular cluster, C3H10NO4 overall (the ωB97M-V functional and the def2-TZVPD basis, the Open Molecules 2025 dataset).

Values from the calculation:
**Orbital gap**: 0.2851 hartree
**Total charge**: -1
**Lowest unoccupied orbital energy**: 3.613 eV
**E_HOMO**: -4.15 eV

```
18
Properties=species:S:1:pos:R:3:lowdin_charge:R:1
O 0.0520 -1.1824 0.3655 -0.307
O -0.9314 -3.0858 1.7543 -0.169
O 1.6500 -2.1315 2.0667 -0.155
O -0.1718 3.1774 -2.7672 0.032
N -0.0562 1.0215 0.0631 -0.097
C 0.1556 1.2623 -1.3423 -0.201
C -0.8557 -0.2209 0.3977 -0.450
C -0.0984 2.8240 -1.6551 -0.268
H 1.7924 -3.0294 1.9493 -0.045
H -0.7822 -2.2794 1.2378 -0.065
H 0.9055 0.8453 0.4535 0.116
H 1.0930 -1.7467 1.2320 0.023
H 0.0619 -3.1681 2.0471 0.035
H -1.7276 -0.4854 -0.2959 0.111
H -0.6471 0.8088 -1.9363 0.111
H -1.3679 -0.0207 1.4703 0.123
H 1.2065 1.0303 -1.5597 0.114
H -0.1404 3.4807 -0.7967 0.091
```



Run two
# C3H10NO4

A 3-piece molecular cluster, C3H10NO4 overall (the ωB97M-V functional and the def2-TZVPD basis, the Open Molecules 2025 dataset).

Values from the calculation:
**Orbital gap**: 0.3078 hartree
**Total charge**: -1
**Lowest unoccupied orbital energy**: 3.927 eV
**E_HOMO**: -4.45 eV

```
18
Properties=species:S:1:pos:R:3:lowdin_charge:R:1
O 1.1443 -0.0837 3.2564 0.007
O -0.9283 0.0025 -1.0442 -0.319
O 0.8492 0.7256 -2.9864 -0.122
O -2.0016 1.6576 0.6550 -0.150
N 0.7294 -1.2953 0.1802 -0.062
C 0.4866 -0.0371 2.2395 -0.250
C -0.6634 -1.1727 -0.4485 -0.431
C 1.1059 -0.0606 0.8716 -0.227
H 2.1859 0.0966 0.9563 0.112
H -0.7008 -2.0154 -1.1590 0.093
H 1.4145 -1.4904 -0.5346 0.065
H -1.2870 -1.3205 0.4490 0.089
H -0.0133 0.7045 -2.4975 0.009
H -1.6490 1.0136 -0.0445 -0.026
H 0.7658 0.7938 0.2900 0.099
H -0.6070 0.0303 2.2975 0.108
H 1.3594 0.0160 -2.5890 -0.003
H -2.1907 2.4353 0.1083 0.009
```



The structure with the least stability is run one.



Run one
# C4H14N3O

A 2-piece molecular cluster, C4H14N3O overall (the ωB97M-V functional and the def2-TZVPD basis, the Open Molecules 2025 dataset).

Values from the calculation:
**Orbital gap**: 0.4153 hartree
**Total charge**: +1
**Lowest unoccupied orbital energy**: -2.816 eV
**E_HOMO**: -14.12 eV

```
22
Properties=species:S:1:pos:R:3:lowdin_charge:R:1
O -1.2822 -2.8955 -0.2664 -0.128
N 0.3485 0.8847 2.8119 0.159
N 0.3195 1.3753 0.5776 0.090
N -0.4634 -0.7067 1.3688 0.232
C 1.6904 1.8662 -1.3361 -0.062
C -0.0008 0.5368 1.5316 -0.402
C 0.4243 1.1203 -0.8672 -0.179
C -1.2062 -2.2998 -1.5574 -0.126
H 0.6437 2.2860 0.8669 0.162
H -0.4588 1.4892 -1.3707 0.126
H -0.8515 -1.0552 2.2315 0.133
H 2.1608 1.4310 -2.2171 0.086
H 0.6610 0.0789 -1.0367 0.097
H 0.6730 0.2029 3.4738 0.120
H -0.5578 -1.4357 -1.5146 0.039
H -2.1379 -3.3054 -0.1141 0.096
H 1.4696 2.8971 -1.6233 0.084
H -0.9578 -1.0506 0.5492 0.087
H 2.4304 1.8701 -0.5373 0.084
H -0.7279 -3.0030 -2.2078 0.082
H -2.1622 -2.0129 -1.9956 0.097
H -0.0148 1.7261 3.2330 0.124
```



Run two
# C4H14N3O

A 2-piece molecular cluster, C4H14N3O overall (the ωB97M-V functional and the def2-TZVPD basis, the Open Molecules 2025 dataset).

Values from the calculation:
**Orbital gap**: 0.3922 hartree
**Total charge**: +1
**Lowest unoccupied orbital energy**: -2.927 eV
**E_HOMO**: -13.60 eV

```
22
Properties=species:S:1:pos:R:3:lowdin_charge:R:1
O 0.4888 -1.9540 1.6622 -0.121
N -0.1703 2.2156 -1.4608 0.047
N -0.2298 0.6529 0.1905 0.217
N 1.6643 1.9734 -0.0560 0.227
C 0.4398 1.5942 -0.4649 -0.426
C -1.2696 -3.6446 1.6170 -0.076
C -0.5191 -2.5255 0.8608 -0.357
C 0.4043 3.3537 -2.1921 -0.012
H -0.1183 -2.8977 -0.0990 0.117
H 2.1348 1.4921 0.7140 0.152
H -0.6211 -4.5047 1.7739 0.070
H -1.1023 1.8600 -1.7115 0.172
H 1.1530 -2.6901 1.9254 0.152
H -1.2430 -1.7737 0.5755 0.079
H 0.9882 2.9948 -2.9691 0.074
H -1.5755 -3.1904 2.5563 0.074
H 1.0163 3.9949 -1.5636 0.096
H 2.1847 2.6164 -0.5645 0.087
H -1.1957 0.3736 -0.1483 0.167
H 0.1672 0.1115 0.8763 0.056
H -2.1926 -4.0095 1.0393 0.107
H -0.4040 3.9574 -2.5613 0.099
```



The structure with the least stability is run one.